No. 1
Entry from the Open Molecules 2025 dataset: the ion C5H10ClN2 with charge +1 in a non-equilibrium geometry (the ωB97M-V functional and the def2-TZVPD basis).

electronic energy: -20840.633 eV
total charge: +1

Each line ends with the Löwdin charge.
CARTESIAN COORDINATES (ANGSTROEM)
C1 1.863 -0.095 -0.478  -0.260
C2 0.299 0.954 0.954  -0.199
C3 -0.700 1.040 -0.134  -0.595
C4 -1.393 -1.457 0.394  -0.076
C5 -1.348 -0.205 -0.543  -0.256
N1 1.197 -0.143 0.708  -0.023
N2 1.618 0.831 -1.330  0.127
Cl1 -1.341 2.473 -0.680  0.948
H1 2.703 -0.837 -0.681  0.166
H2 0.893 1.971 0.835  0.171
H3 -0.220 0.830 1.903  0.159
H4 -1.863 -1.132 1.437  0.122
H5 -0.267 -1.705 0.593  0.091
H6 -2.071 -2.256 0.090  0.079
H7 -2.387 0.004 -0.899  0.126
H8 -0.746 -0.531 -1.544  0.202
H9 1.579 -0.601 1.517  0.156
H10 2.184 0.859 -2.140  0.063

No. 2
Entry from the Open Molecules 2025 dataset: a structure of composition C5H9ClN2O3PS in a non-equilibrium geometry (the ωB97M-V functional and the def2-TZVPD basis).

electronic energy: -47092.052 eV
total charge: +1

Each line ends with the Löwdin charge.
CARTESIAN COORDINATES (ANGSTROEM)
C1 0.559 1.418 2.106  -0.831
C2 -0.484 -0.972 -1.445  -0.529
C3 -1.498 1.452 -1.551  -0.081
C4 0.627 -2.815 -0.519  0.010
C5 -0.394 0.525 -1.319  -0.338
N1 0.668 0.277 1.561  -0.035
N2 0.321 1.665 3.384  0.193
O1 -1.268 -1.655 -2.050  0.196
O2 2.345 0.775 -0.421  -0.158
O3 0.547 -1.385 -0.646  -0.162
P1 0.926 0.822 -0.003  0.581
S1 0.730 2.776 0.935  0.824
Cl1 1.139 0.898 -3.149  0.361
H1 -1.985 1.212 -2.518  0.122
H2 -0.958 2.432 -1.777  0.114
H3 -2.160 1.266 -0.716  0.120
H4 -0.374 -3.250 -0.055  0.166
H5 1.617 -2.920 -0.043  0.117
H6 0.800 -3.322 -1.411  0.075
H7 0.209 0.911 3.917  0.072
H8 0.187 2.557 3.811  0.128
H9 2.510 0.791 -1.420  0.056

No. 3
Entry from the Open Molecules 2025 dataset: a structure of composition C44H41BiBrN15O4S2 in a non-equilibrium geometry (the ωB97M-V functional and the def2-TZVPD basis).

electronic energy: -174386.270 eV
total charge: 0

Each line ends with the Löwdin charge.
CARTESIAN COORDINATES (ANGSTROEM)
Bi1 -8.374 -18.983 9.826  1.405
S1 -9.420 -20.707 11.597  0.578
C1 -8.001 -21.267 12.408  -0.738
C2 -8.209 -22.039 13.577  -0.297
N1 -8.589 -22.795 14.334  0.189
C3 -6.698 -20.931 12.088  -0.716
S2 -6.232 -19.913 10.770  0.550
C4 -5.668 -21.541 12.864  -0.280
N2 -4.744 -22.074 13.262  0.196
C5 -3.511 -15.686 9.725  -0.049
N3 -4.710 -16.279 9.086  -0.115
C6 -5.681 -16.822 9.771  -0.191
N4 -6.552 -17.377 8.901  -0.067
C7 -5.988 -17.139 7.670  -0.200
N5 -4.847 -16.515 7.771  0.119
C8 -2.476 -16.612 10.370  -0.188
C9 -1.371 -16.051 10.969  -0.060
C10 -0.475 -16.843 11.618  -0.049
C11 -0.635 -18.226 11.519  -0.029
C12 -1.677 -18.826 10.883  -0.124
C13 -2.651 -17.993 10.359  0.029
C14 -1.714 -20.321 10.996  -0.272
N6 -0.808 -21.110 11.520  0.129
N7 -1.306 -22.422 11.319  0.138
C15 -2.353 -22.269 10.576  -0.324
O1 -2.695 -20.988 10.386  0.106
C16 -3.314 -23.205 9.968  -0.110
C17 -3.584 -24.470 10.552  0.006
C18 -4.652 -25.238 10.048  -0.071
C19 -5.381 -24.847 8.940  -0.052
C20 -5.107 -23.612 8.357  -0.217
C21 -5.614 -23.250 6.979  -0.052
N8 -6.710 -22.244 7.029  -0.119
C22 -7.810 -22.316 7.799  -0.170
N9 -8.595 -21.310 7.564  0.048
C23 -7.893 -20.633 6.618  -0.268
N10 -6.719 -21.123 6.308  0.115
C24 -4.141 -22.762 8.904  0.030
H1 -3.873 -14.970 10.524  0.145
H2 -3.056 -15.121 8.936  0.121
H3 -5.855 -16.720 10.808  0.129
H4 -6.459 -17.405 6.678  0.132
H5 -1.230 -14.951 10.951  0.134
H6 0.376 -16.368 12.078  0.112
H7 0.139 -18.812 11.967  0.111
H8 -3.407 -18.502 9.766  0.113
H9 -3.042 -24.836 11.455  0.134
H10 -5.023 -26.142 10.537  0.111
H11 -6.286 -25.467 8.734  0.130
H12 -6.033 -24.150 6.509  0.132
H13 -4.868 -22.805 6.381  0.111
H14 -7.966 -23.126 8.528  0.150
H15 -8.242 -19.690 6.208  0.092
H16 -4.000 -21.787 8.466  0.123
C25 -11.770 -19.683 9.149  -0.104
O2 -11.399 -18.431 9.756  -0.208
C26 -12.324 -17.394 9.625  -0.189
C27 -13.694 -17.597 9.461  -0.058
C28 -14.561 -16.468 9.475  -0.652
Br1 -16.410 -16.816 9.131  0.719
C29 -14.038 -15.209 9.735  -0.067
C30 -12.667 -15.086 9.975  -0.056
C31 -11.736 -16.123 9.973  -0.193
O3 -10.484 -15.882 10.396  0.033
C32 -12.280 -13.616 10.049  -0.242
N11 -13.019 -12.593 10.444  0.164
C33 -12.284 -11.474 10.146  -0.231
C34 -12.577 -10.131 10.298  -0.053
C35 -11.740 -9.175 9.801  -0.112
C36 -10.497 -9.525 9.189  -0.101
C37 -10.156 -10.850 9.076  -0.038
C38 -11.054 -11.845 9.503  -0.164
N12 -11.104 -13.211 9.504  0.157
H17 -12.564 -20.269 9.732  0.126
H18 -10.919 -20.305 9.013  0.010
H19 -12.162 -19.505 8.145  0.100
H20 -14.109 -18.608 9.332  0.106
H21 -14.698 -14.386 10.001  0.116
H22 -9.981 -16.669 10.640  0.008
H23 -13.494 -9.765 10.788  0.118
H24 -12.063 -8.106 9.873  0.111
H25 -9.858 -8.712 8.742  0.115
H26 -9.175 -11.173 8.667  0.086
H27 -10.406 -13.770 9.015  0.131
C39 -8.902 -17.486 12.602  -0.244
O4 -8.679 -17.323 11.247  -0.571
H28 -9.747 -18.159 12.790  0.055
H29 -9.152 -16.498 12.956  0.071
H30 -8.099 -17.879 13.233  0.084
N13 -9.511 -17.168 7.546  0.035
H31 -10.425 -17.043 7.956  -0.004
H32 -9.051 -16.267 7.510  0.008
H33 -9.553 -17.566 6.615  0.023
C40 -7.064 -13.648 12.450  -0.015
C41 -7.163 -13.512 10.984  -0.300
C42 -6.491 -12.795 10.023  0.007
C43 -7.086 -13.159 8.740  -0.349
N14 -8.085 -14.010 8.992  0.053
N15 -8.062 -14.270 10.286  0.023
C44 -6.941 -12.520 7.396  -0.055
H34 -7.893 -14.326 12.789  0.091
H35 -7.085 -12.768 13.043  0.069
H36 -6.139 -14.141 12.750  0.076
H37 -5.764 -12.011 10.125  0.099
H38 -8.814 -14.859 10.635  0.111
H39 -7.103 -13.252 6.603  0.063
H40 -5.857 -12.193 7.210  0.099
H41 -7.690 -11.677 7.271  0.077

No. 4
Entry from the Open Molecules 2025 dataset: a structure of composition C14H11BBaClF4NO4 in a non-equilibrium geometry (the ωB97M-V functional and the def2-TZVPD basis).

electronic energy: -49147.560 eV
total charge: 0

Each line ends with the Löwdin charge.
CARTESIAN COORDINATES (ANGSTROEM)
Ba1 -0.348 -0.852 -0.018  2.134
O1 1.902 1.394 3.275  0.163
C1 1.541 1.064 2.045  -0.471
O2 1.777 0.016 1.499  -0.012
C2 0.770 2.195 1.344  -0.179
C3 0.614 3.455 1.898  0.040
C4 -0.143 4.368 1.187  -0.005
C5 -0.731 3.992 -0.013  0.022
C6 -0.528 2.703 -0.475  -0.158
N1 0.247 1.850 0.181  0.050
C7 -1.190 2.098 -1.746  -0.447
O3 -2.020 2.869 -2.431  0.173
O4 -0.962 0.967 -2.080  0.004
H1 2.346 0.618 3.660  0.158
H2 1.057 3.693 2.854  0.130
H3 -0.296 5.367 1.572  0.123
H4 -1.338 4.716 -0.543  0.119
H5 -2.145 3.727 -2.003  0.108
Cl1 -6.474 -4.009 -0.047  0.584
C8 -4.709 -3.934 -0.107  -0.675
C9 -3.986 -3.818 1.067  -0.122
C10 -2.605 -3.756 1.024  -0.079
C11 -1.873 -3.804 -0.185  -0.424
C12 -0.442 -3.653 -0.240  -0.329
C13 -2.664 -3.923 -1.354  -0.076
C14 -4.047 -3.990 -1.321  -0.132
H6 -4.500 -3.771 2.019  0.105
H7 -2.064 -3.664 1.961  0.110
H8 0.025 -4.083 -1.129  0.006
H9 0.093 -3.976 0.658  0.013
H10 -2.166 -3.977 -2.317  0.102
H11 -4.607 -4.090 -2.242  0.098
F1 -0.903 -1.052 2.424  -0.105
B1 -2.157 -0.290 2.307  -1.245
F2 -2.606 -0.507 0.931  -0.113
F3 -1.750 1.061 2.342  0.109
F4 -3.063 -0.668 3.218  0.221

Look up the electronic energy of the first one. -20840.633 eV

What is the formula in the second record? C5H9ClN2O3PS

Which of these has the highest electronic energy? C5H10ClN2